C6H10O | ωB97M-V with the def2-TZVPD basis set

Each line ends with the Löwdin charge.
CARTESIAN COORDINATES (ANGSTROEM)
C1 -1.9085 0.1513 -0.2474  -0.070
C2 -0.6265 0.2211 0.5672  -0.344
C3 0.1752 -1.0925 0.7147  -0.144
C4 1.6070 -0.6598 0.4744  -0.068
C5 1.7284 0.6740 0.3867  -0.081
C6 0.4178 1.0611 -0.1437  -0.152
O1 0.7644 0.1348 -1.5557  -0.168
H1 -1.6601 -0.1814 -1.2582  0.067
H2 -2.6370 -0.5369 0.1885  0.079
H3 -2.3761 1.1420 -0.3213  0.082
H4 -0.8718 0.6237 1.5660  0.148
H5 -0.1874 -1.8500 0.0141  0.118
H6 0.1205 -1.5144 1.7249  0.114
H7 2.4068 -1.3765 0.3282  0.113
H8 2.6282 1.2410 0.1801  0.105
H9 0.1900 2.1287 -0.2962  0.140
H10 0.2291 -0.1660 -2.3224  0.061

Force components x, y, z for each atom (eV/Å):
C -0.084 -0.100 -0.032
C 0.093 -0.104 -0.216
C 0.057 -0.131 0.076
C 0.326 -0.052 0.911
C 0.141 -0.380 -0.154
C -0.041 -0.466 -0.840
O -0.317 0.929 -0.124
H -0.225 -0.037 0.101
H 0.052 0.038 -0.036
H 0.080 -0.200 0.035
H 0.350 0.139 -0.359
H 0.215 0.050 0.039
H -0.179 -0.046 -0.106
H 0.087 0.025 0.557
H -0.060 -0.197 0.066
H 0.076 -0.630 -0.619
H -0.570 1.162 0.702

The net charge is 0. Its spin multiplicity is 1. Its SMILES is C[C@H]1CC=C[C@H]1O. Its relative energy (zero: lowest compared OMol25 entry of this formula, charge and spin) is 232.2 kJ/mol.